This record from the Open Molecules 2025 dataset describes C27H58NP3Pt as an isolated structure. The level of theory is ωB97M-V/def2-TZVPD.

Values from the calculation:
Lowest unoccupied orbital energy (alpha / beta) = -5.141 / -5.882 eV
Energy = -61522.4807 eV
Multiplicity = 5
Energy above the lowest of the compared OMol25 structures with the same formula, charge and spin = 50.8 kJ/mol
Total charge = +2

Cartesian coordinates (Å):
Pt: 1.58685 -1.26019 1.20099
P: 0.19600 -2.63268 -3.94481
P: 0.13908 0.53998 3.17369
P: 0.27656 1.33997 -4.15815
N: 0.06954 -0.25378 1.72451
C: 1.83143 2.27480 -4.37478
C: -2.29307 1.36792 2.09790
C: 0.56175 -0.10794 -5.29268
C: -0.31440 -0.12334 5.88354
C: -0.66881 -4.15610 -4.33816
C: -0.41136 2.97144 1.95414
C: -2.72280 0.67521 -2.57288
C: 2.52821 1.57735 2.21761
C: 1.41340 -3.22150 0.75955
C: -1.75516 1.67309 -2.13175
C: 1.93276 -2.94380 -4.22545
C: 0.29718 0.50360 -1.46655
C: -1.07974 1.93076 2.86296
C: 2.73123 -0.10312 3.97510
C: -0.47428 -0.68142 4.45139
C: 0.60554 -0.86938 -2.03255
C: -1.96277 -0.98461 4.19039
C: -1.93544 -1.70759 -2.43834
C: -2.63394 -0.64850 -1.70543
C: 1.90353 2.19725 4.58292
C: 0.32939 -1.99401 4.29650
C: -0.51330 -1.94150 -2.42576
C: -0.90759 2.37305 -5.12376
C: -0.33457 1.59195 -2.46578
C: -0.31102 -1.38974 -5.20387
C: -1.53969 2.59059 4.17548
C: 1.87979 1.08469 3.51571
H: 0.10686 2.55385 -2.14553
H: 2.03130 -3.55489 -5.13728
H: 1.22938 -1.38521 -1.26758
H: 3.57691 1.80073 2.45393
H: 0.39946 0.30811 -6.30960
H: -0.33207 -2.81278 -1.74031
H: -1.37914 -1.15444 -5.03505
H: -3.64890 -1.02066 -1.48083
H: -2.12027 -1.26451 3.13939
H: 1.36840 -0.75635 -2.83003
H: -0.33191 -2.83399 4.55677
H: -0.24557 -1.91216 -6.17662
H: -2.15625 -0.41349 -0.72657
H: 1.20243 -2.01394 4.96213
H: -3.73383 1.09473 -2.47370
H: -2.61841 -0.14716 4.47114
H: -0.31327 0.39623 -0.55057
H: 1.94996 3.02077 -3.58096
H: -0.26426 -4.55515 -5.27877
H: 2.36646 -3.49914 -3.38696
H: -0.79999 -0.83950 6.56638
H: -3.02394 0.88498 2.75510
H: 2.06661 2.48080 1.82175
H: 2.51506 -2.02955 -4.37556
H: -2.17987 1.93184 4.77537
H: 2.72300 -0.92644 3.22656
H: -1.95158 0.64140 1.34847
H: -1.17965 3.69633 1.64295
H: -2.79958 2.19009 1.57255
H: 1.85643 2.80144 -5.34354
H: -1.45451 3.05425 -4.45599
H: 1.44451 3.12854 4.23214
H: -0.70184 2.94229 4.79120
H: 1.42494 1.89983 5.52407
H: -1.74741 -3.98489 -4.45081
H: -0.02529 2.49457 1.04225
H: 0.73874 -0.03865 6.18296
H: 1.64252 -0.35111 -5.23444
H: -0.50342 -4.89848 -3.54636
H: 0.38336 3.53944 2.45584
H: -2.14387 3.47146 3.90955
H: 2.51756 0.78177 1.43754
H: -1.66476 1.75101 -5.62231
H: 1.92189 -3.65943 1.62738
H: 1.27036 0.89620 -1.10777
H: -0.40498 2.97835 -5.89568
H: 2.45114 -0.47828 4.96164
H: 3.77033 0.25067 4.03892
H: -2.48995 -2.59813 -2.73731
H: 1.84816 -3.56830 -0.19201
H: -2.61974 0.39495 -3.64069
H: -1.99868 2.28806 -1.26544
H: 2.95571 2.41926 4.81019
H: -0.81258 0.84876 6.00941
H: -2.24558 -1.84366 4.82042
H: 2.70055 1.60597 -4.33273
H: 0.34614 -3.52672 0.78122
H: 0.65861 -2.15207 3.24211